1.
Molecular formula: C30H37F2NO8S
Method: DFT, ωB97M-V/def2-TZVPD

- SMILES = [H]/N=C(\C)C[C@@H]1[C@H](OC[C@H](C)O)COS(=O)(=O)[C@@]1(COO)COc1ccccc1.Fc1ccccc1.Fc1ccccc1
- Kohn-Sham gap (eV) = 9.85
- multiplicity = 1

Element x y z (Å)
H -3.1472 -0.1035 1.1692
H 1.1269 -0.5831 -4.2050
H -5.0450 -2.0711 1.7322
H -1.9016 -1.3400 3.3555
H 3.7358 -0.9432 -2.4292
C 5.3467 -0.2628 -1.1929
O -6.3317 1.3936 -0.2809
C -4.4099 -0.9882 3.3792
C -3.9564 -2.9913 -0.4509
H 3.6278 2.5542 -0.0875
H 2.4996 1.4033 -3.8174
H -6.1207 -0.5401 -2.0180
H 2.0614 2.8231 -1.8367
C -4.0818 -1.8262 2.1586
H -0.5460 0.1469 1.4962
H -1.5231 -2.9815 2.9838
C 4.5107 3.1477 -0.2859
F 3.2873 4.4084 -1.8498
S -1.5276 -3.1998 0.2790
C 1.4731 1.9410 -2.0198
C -5.1788 -0.1657 -1.6232
C -1.2931 -1.9606 2.7091
H -5.2711 -0.9204 5.0510
O -1.2315 0.0885 -0.4251
O 0.8430 -2.8080 2.9299
H 0.2837 2.1781 -0.2789
C 6.2225 -0.6117 -0.1817
C 4.3868 -2.4650 -1.0600
C 6.8294 3.6624 0.0849
H 5.4736 5.7562 -2.2192
H -3.3360 1.3418 -0.5993
O -4.9447 -0.8480 -0.3996
C 0.4850 1.5705 -1.1458
H -0.6067 -1.1985 -2.6863
H 0.2457 -1.0462 0.4872
C -1.6808 -1.6467 1.2381
H 5.2491 -3.7754 0.4086
H -5.8519 1.8350 -2.1829
H 7.7656 3.4557 0.5853
C -0.7141 -0.5980 0.7249
H -4.9450 -3.2016 -0.0705
H 1.5674 -2.4859 2.3795
O -1.0596 -2.9052 -1.0426
O 0.0261 -1.6495 3.0536
C -3.1632 -1.1839 1.1218
O -2.9754 -3.8288 0.1888
C -3.9563 0.4496 3.5228
H -3.9803 0.9955 2.5872
C -4.1050 2.0297 -0.9384
H 5.7723 2.0721 1.0605
C 0.9546 0.0448 -3.3499
H -3.9651 -3.2107 -1.5133
H 5.3905 0.7282 -1.6232
C -5.3929 1.3147 -1.3515
C 5.5537 4.9611 -1.4901
C -0.2540 0.4415 -1.3546
H -3.7058 2.6327 -1.7460
H -4.6068 0.9454 4.2307
C 5.7119 2.8855 0.3547
H -4.4267 -0.3616 -2.3843
C 1.7139 1.1626 -3.1207
H -2.9435 0.4573 3.9144
H -5.8572 1.3087 0.5471
C 5.2767 -2.7919 -0.0421
C 6.2047 -1.8608 0.4011
C -3.6909 -1.4937 -0.2874
C 4.4244 -1.1999 -1.6343
C 6.7470 4.7010 -0.8307
H -2.9851 -1.2151 -1.0588
C -0.0332 -0.3171 -2.4651
C 4.4560 4.1785 -1.2029
H -3.6943 -2.7646 2.5326
F 7.1250 0.2967 0.2456
H 7.6171 5.3080 -1.0399
H 6.9104 -2.0988 1.1857
O -0.7267 -4.1378 0.9774
H 3.6657 -3.1963 -1.4082
H -4.3042 2.7145 -0.1216
N -5.1005 -1.5563 4.2763

Here are the Löwdin charges for atoms 1 to 4, given in e: number 1, H, carries 0.124; number 2, H, carries 0.108; number 3, H, carries 0.127; number 4, H, carries 0.120


2.
Molecular formula: C5H6N2
Method: DFT, ωB97M-V/def2-TZVPD

- Kohn-Sham gap (spin up / spin down) (eV) = 9.55 / 9.55
- multiplicity = 1
- energy relative to the best compared isomer or geometry (same formula, charge and spin) (kcal per mole) = 99.3

Element x y z (Å)
C -0.9725 1.0902 1.6034
C -0.2903 1.0108 0.3188
H -0.7649 -1.8624 -0.9424
N -1.4690 -0.1200 1.4454
H 0.2536 -1.6463 0.4931
C 0.9187 0.8837 -0.2778
H 0.3356 0.0584 -2.1072
H 1.7048 1.4568 -0.0957
H 1.6570 -0.8736 -1.4287
N -1.0594 -0.1840 0.0752
C -0.1292 -1.2714 -0.3658
H -0.9620 1.7701 2.4851
C 0.7776 -0.3122 -1.2033

Here are the Löwdin charges for atoms 1 to 4, given in e: number 1, C, carries -0.068; number 2, C, carries -0.222; number 3, H, carries 0.094; number 4, N, carries 0.096


3.
Molecular formula: C28H44CrN8O7S2Sb
Method: DFT, ωB97M-V/def2-TZVPD

- Kohn-Sham gap (spin up / spin down) (eV) = 5.59 / 6.16
- multiplicity = 4
- expectation value of S² = 3.886
- energy relative to the best compared isomer or geometry (same formula, charge and spin) (kcal per mole) = 97.5

Element x y z (Å)
H 1.9952 0.8007 4.5289
H -0.3482 -4.4699 -0.5896
C -3.3815 1.2874 1.3964
N -1.6070 2.3893 0.5736
C -0.7016 4.0292 4.0609
H 1.4383 2.0234 5.6947
C 3.0241 2.7785 -0.1484
C 1.3984 -3.9237 2.1641
N -1.1239 -2.3368 0.0799
H -5.4718 1.6093 1.1329
H 2.0011 -3.0270 2.2777
Sb -0.2251 2.0028 3.5486
O -2.7831 -0.6353 2.4445
H 5.2566 1.6980 -1.3079
C -0.6574 0.3214 -1.8724
H 3.0177 -1.2100 -0.4477
C -1.4937 1.0556 5.0007
O 3.5856 4.8442 0.5088
H -4.3906 3.9891 0.9972
H 4.2040 2.0096 -6.2679
C -0.1774 -2.4174 0.9862
H -5.0148 -0.0651 1.5147
C 4.3656 1.1679 -1.6241
S 0.3597 -1.1097 2.0253
C -3.6257 -0.2974 -1.7255
N 1.3575 1.4008 0.3514
H -1.7196 4.2476 3.7423
C -1.7099 -1.3686 -0.5737
H -0.0189 4.7090 3.5535
C 2.1882 -0.6527 -0.8882
Cr -0.5847 0.9624 1.1519
C -5.5147 -1.6324 -2.3962
H -4.4103 3.2659 -0.6169
N -2.3935 0.4895 1.7274
H -1.3018 1.4789 5.9857
H 1.2675 -1.1345 -0.5899
H 1.3218 3.4168 1.0775
C 5.2242 0.4931 -7.4246
H -3.1720 -3.5545 -0.8722
N -0.2928 0.6444 -2.9171
H -2.2168 -4.4873 1.1297
H -3.0946 4.3548 -0.1628
H 6.1947 0.6795 -6.9647
H -3.1583 0.6765 -1.6538
O -0.8749 3.2547 -0.0258
C -2.9272 2.4449 0.7108
H -5.3926 -3.7240 -1.9257
H -1.2965 -0.0147 5.0138
H 3.0200 1.2494 -3.3325
C -3.7620 3.5775 0.2058
C -4.8047 0.9840 1.7218
C 4.0612 1.4668 -3.0890
S 5.1047 0.3774 -4.1667
H 2.3503 2.5195 4.2501
H 5.1782 1.0316 -8.3713
H 2.2775 -0.7080 -1.9742
C 2.2280 0.7598 -0.4298
H 2.0393 -4.7066 1.7529
H -1.3684 -5.7876 1.9782
H -2.5354 1.2143 4.7265
C 1.6163 1.8155 4.6407
H -5.3494 0.4852 -2.7057
C -2.9835 -1.4381 -1.2019
H 0.3200 -5.2912 3.4634
H -5.0008 1.1562 2.7827
H -6.4873 -1.7082 -2.8642
C -0.1938 -4.7875 0.4414
H -0.6166 4.1629 5.1380
N 3.8286 3.9339 -0.2567
N 0.3509 -3.6583 1.1904
H 3.1343 0.8292 -7.0320
H 1.7032 -4.4938 4.2227
C 0.8707 -4.3529 3.5319
N 3.2578 1.5596 -0.7636
O -1.0196 -0.0641 -0.6940
C 4.0889 0.9515 -6.5236
O 5.1656 -0.8912 -3.4535
C -4.8955 -2.7636 -1.8716
H 4.2910 2.5032 -3.3341
C -3.6532 -2.6765 -1.2796
H -1.9444 -1.1127 2.5612
O 3.9698 0.1618 -5.3345
O 4.6910 3.9754 -1.1212
H 0.2099 -3.5848 3.9337
C -1.5136 -5.3102 1.0094
C 1.8489 2.6543 0.5340
C -4.8715 -0.4034 -2.3126
H 0.5590 -5.5765 0.4483
H 4.5289 0.0994 -1.5060
H -1.9454 -6.0429 0.3257
H 5.1312 -0.5743 -7.6245

Here are the Löwdin charges for atoms 1 to 4, given in e: number 1, H, carries 0.000; number 2, H, carries 0.112; number 3, C, carries -0.285; number 4, N, carries -0.291


4.
Molecular formula: C2H12N2O3
Method: DFT, ωB97M-V/def2-TZVPD

- SMILES = N/C=C\N.O.O.O
- Kohn-Sham gap (eV) = 6.96
- multiplicity = 1
- energy relative to the best compared isomer or geometry (same formula, charge and spin) (kcal per mole) = 92.8

Element x y z (Å)
H 1.6079 3.3970 1.9639
H 1.9967 1.6714 -0.5613
H -0.3897 0.7967 -1.5008
H -5.8647 -1.8413 0.7817
N 1.8662 0.0979 0.8145
H 2.7395 2.7805 1.1936
H 0.1626 -1.2425 -2.6137
H 2.8037 0.0112 1.1710
H 1.2879 -0.5600 1.2943
N 0.9107 -0.7395 -2.1666
H 1.5106 -0.3828 -2.8945
C 1.4508 0.7584 -0.2976
H 0.2404 -2.2446 1.1260
H -0.3458 -2.3341 -0.2587
H -7.1955 -1.1919 0.9811
C 0.5441 0.2871 -1.2556
O 0.3724 -2.6839 0.2796
O -6.2886 -0.9749 0.7259
O 2.1824 3.5648 1.2066

Here are the Löwdin charges for atoms 1 to 4, given in e: number 1, H, carries 0.040; number 2, H, carries 0.091; number 3, H, carries 0.072; number 4, H, carries 0.033